ORCA calculation (ωB97M-V/def2-TZVPD) on a molecular structure, C16H10F6NO5S3 in a non-equilibrium geometry.

Each line ends with the natural charge from an NBO analysis.
Element x y z (Å)
F (2.983236, -1.171455, -3.920891)  -0.320
C (2.330807, -1.292438, -2.746027)  0.728
F (1.752957, -2.515192, -2.677962)  -0.321
F (3.205373, -1.159310, -1.727520)  -0.322
S (1.008611, -0.001899, -2.714793)  2.076
C (-0.100546, -0.356497, -1.389988)  -0.911
C (-1.466814, -0.118520, -1.823914)  -0.034
C (-2.445104, -1.132471, -1.771921)  -0.218
C (-3.660950, -0.996355, -2.442494)  -0.216
C (-4.011003, 0.222934, -3.033218)  -0.275
C (-3.110231, 1.298010, -2.989776)  -0.233
C (-1.844370, 1.126141, -2.439626)  -0.197
O (1.692242, 1.248700, -2.477380)  -0.977
O (0.277927, -0.216974, -3.942638)  -0.955
H (0.211575, -1.162563, -0.759516)  0.260
H (-2.139554, -2.052293, -1.267429)  0.208
H (-4.326388, -1.859746, -2.501677)  0.197
H (-4.984116, 0.340363, -3.505683)  0.195
H (-3.389317, 2.259961, -3.429796)  0.196
H (-1.141510, 1.964549, -2.464236)  0.194
F (0.433030, -1.562845, 5.677885)  -0.314
C (0.663455, -2.732424, 5.029728)  0.823
F (1.940666, -3.145933, 5.305829)  -0.327
F (-0.195690, -3.663795, 5.525896)  -0.329
S (0.462101, -2.584701, 3.199064)  0.414
N (0.252705, -0.770077, 3.169052)  -0.797
C (1.418419, 0.052450, 3.367204)  0.676
O (2.382354, -0.277825, 4.058517)  -0.546
C (1.270015, 1.196286, 2.450646)  -0.158
C (0.359094, 0.961640, 1.429167)  -0.336
C (0.262890, 1.779692, 0.311971)  -0.057
C (1.207721, 2.783843, 0.141793)  -0.201
C (2.272192, 2.904778, 1.047995)  -0.187
C (2.305973, 2.111202, 2.198501)  -0.188
S (-0.543907, -0.509549, 1.692497)  2.303
O (-0.149990, -1.675094, 0.902294)  -0.913
O (-1.940915, -0.223309, 1.826747)  -0.880
H (-0.579600, 1.657024, -0.368103)  0.264
H (1.153264, 3.463047, -0.715481)  0.232
H (3.075452, 3.621434, 0.840020)  0.216
H (3.107949, 2.189194, 2.935258)  0.230

Forces on atoms 1 to 6 (eV/Å):
F -0.01 -0.34 0.73
C -0.37 -0.14 0.06
F 0.78 0.56 -0.09
F -0.32 -0.28 -0.61
S -2.98 0.09 2.18
C 1.38 0.56 -1.79

2S+1 = 1
HOMO-LUMO gap = 5.3 eV
Relative energy (zero: lowest compared OMol25 entry of this formula, charge and spin) = 1.5 kcal/mol
HOMO energy = -3.37 eV
Total charge = -1